Formula: C37H54CaN8O4PS3
Source: the Open Molecules 2025 dataset
Level of theory: ωB97M-V/def2-TZVPD

Last column: Mulliken charge in e.
Positions of all 108 atoms, in Å:
1 Ca -0.656 -0.209 1.942  2.9686
2 C 3.395 -1.381 4.798  -0.7955
3 O 2.914 -0.030 4.888  -0.3901
4 C 1.733 -0.003 4.268  -0.2554
5 N 1.247 -1.102 3.838  0.3374
6 C 2.222 -2.162 4.144  0.0172
7 C 2.639 -3.007 2.952  -0.5497
8 C 1.851 -3.094 1.810  1.6404
9 C 2.233 -3.908 0.753  -0.7686
10 C 3.399 -4.656 0.828  -0.7514
11 C 4.185 -4.577 1.966  -0.8510
12 C 3.806 -3.760 3.021  -0.5924
13 C 1.077 1.311 4.154  0.3484
14 C 1.568 2.415 4.838  -1.1253
15 C 0.942 3.638 4.641  -0.5845
16 C -0.139 3.713 3.780  -0.9408
17 C -0.574 2.548 3.156  -0.1274
18 N 0.021 1.371 3.349  -0.1199
19 C -1.673 2.562 2.186  0.0666
20 N -2.054 1.542 1.506  -0.1763
21 C -3.015 2.006 0.519  0.9632
22 C -3.256 3.483 0.914  -0.4927
23 O -2.282 3.719 1.956  -0.4965
24 C -4.303 1.237 0.415  0.2021
25 C -4.836 0.526 1.485  -0.4092
26 C -6.070 -0.101 1.363  -0.6966
27 C -6.785 -0.007 0.180  -0.6701
28 C -6.266 0.718 -0.885  -0.6947
29 C -5.031 1.336 -0.768  -0.3418
30 H 3.643 -1.720 5.801  0.3343
31 H 4.287 -1.387 4.171  0.4433
32 H 1.758 -2.835 4.874  0.3854
33 H 0.951 -2.502 1.750  -0.0961
34 H 1.604 -3.990 -0.128  0.4180
35 H 3.683 -5.305 0.011  0.4720
36 H 5.099 -5.151 2.035  0.3911
37 H 4.421 -3.721 3.912  0.4852
38 H 2.420 2.305 5.491  0.6206
39 H 1.305 4.523 5.144  0.4755
40 H -0.646 4.645 3.578  0.5657
41 H -2.524 2.001 -0.465  -0.8416
42 H -4.250 3.662 1.325  0.3445
43 H -3.062 4.157 0.081  0.3302
44 H -4.301 0.502 2.430  0.5397
45 H -6.486 -0.652 2.198  0.4562
46 H -7.753 -0.482 0.092  0.4281
47 H -6.828 0.812 -1.805  0.4636
48 H -4.624 1.915 -1.588  0.4405
49 N -1.813 -1.150 3.885  -0.4901
50 C -1.741 -2.584 3.578  0.1789
51 C -2.611 -2.883 2.351  -1.1865
52 N -2.488 -1.793 1.380  0.5682
53 C -2.493 -2.178 -0.036  -0.9892
54 C -1.052 -2.290 -0.529  -0.3149
55 N -0.351 -1.051 -0.175  1.3371
56 H -1.182 -0.935 4.650  0.2466
57 H -2.754 -0.913 4.186  0.2180
58 H -2.061 -3.215 4.412  0.5379
59 H -0.697 -2.813 3.348  -0.2666
60 H -3.651 -3.016 2.669  0.3051
61 H -2.277 -3.819 1.902  0.4006
62 H -3.251 -1.141 1.527  -0.2286
63 H -2.998 -1.394 -0.607  0.0799
64 H -3.021 -3.121 -0.205  0.5526
65 H -1.041 -2.480 -1.607  0.4944
66 H -0.569 -3.131 -0.021  0.0462
67 H -0.713 -0.271 -0.736  -0.6280
68 H 0.625 -1.089 -0.456  -0.7417
69 C -2.556 0.169 -3.656  -1.0639
70 C -1.412 0.298 -4.654  0.3141
71 C -0.389 -0.820 -4.469  -0.8049
72 O -0.765 1.583 -4.600  -0.2345
73 P -0.421 2.505 -3.304  0.0863
74 S -2.001 3.523 -2.686  -0.5354
75 S 0.592 1.448 -1.936  -0.0934
76 O 0.479 3.615 -4.006  -0.2745
77 C 1.580 3.517 -4.935  0.4526
78 C 1.087 3.193 -6.337  -1.3499
79 C 2.647 2.547 -4.455  -0.9273
80 H -3.020 -0.815 -3.742  0.5987
81 H -3.306 0.938 -3.828  0.3221
82 H -2.169 0.299 -2.643  -0.1476
83 H -1.813 0.253 -5.670  0.2660
84 H 0.055 -0.745 -3.478  -0.2224
85 H 0.402 -0.733 -5.215  0.3188
86 H -0.876 -1.790 -4.586  0.4943
87 H 1.986 4.532 -4.928  0.3702
88 H 0.795 2.148 -6.413  0.1698
89 H 1.877 3.396 -7.061  0.4738
90 H 0.225 3.815 -6.573  0.3615
91 H 2.234 1.541 -4.384  -0.0901
92 H 3.001 2.847 -3.469  0.2693
93 H 3.486 2.544 -5.152  0.5805
94 S 2.556 0.248 1.286  -0.1804
95 C 3.221 0.159 -0.266  -0.2510
96 N 3.996 1.141 -0.726  0.1029
97 C 4.744 1.120 -1.978  0.0595
98 C 4.839 -0.299 -2.519  -0.8487
99 C 3.459 -0.936 -2.431  -0.1133
100 N 3.041 -0.921 -1.038  0.4043
101 H 4.012 1.984 -0.178  0.2318
102 H 5.742 1.518 -1.788  0.4222
103 H 4.246 1.756 -2.712  -0.3901
104 H 5.541 -0.890 -1.928  0.3278
105 H 5.190 -0.271 -3.549  0.4311
106 H 3.466 -1.964 -2.789  0.4544
107 H 2.739 -0.357 -3.019  -0.3024
108 H 2.640 -1.734 -0.605  -0.1727

calculated total energy = -119592.476 eV
charge = +1
HOMO level = -0.3241 Ha
energy relative to the best compared isomer or geometry (same formula, charge and spin) = 51.0 kcal/mol